# 1
DFT (the ωB97M-V functional and the def2-TZVPD basis) results for the molecule C21H18N4O3.

For the LUMO energy, the calculation gives 0.00805 Ha. The calculation puts the HOMO energy at -0.29792 Eh. The HOMO-LUMO gap comes out at 8.33 eV. The structure (SMILES) is Cc1cccc2c(C#N)cc(Cn3c(=O)n(CCC(=O)O)c4ccccc43)n12. As for the electronic energy: -1255.7413 hartree. The relative energy (zero: lowest compared OMol25 entry of this formula, charge and spin) is 2.117 eV.

Element x y z (Å)
C1 -0.1558 -2.2846 3.7065
C2 -0.0976 -3.2439 2.5649
C3 0.0661 -4.6290 2.8167
C4 -0.0491 -5.6681 1.7327
C5 -0.4210 -5.1714 0.5382
C6 -0.6088 -3.7896 0.2691
C7 -0.6803 -3.1805 -0.9894
C8 -0.7442 -3.7496 -2.2684
N1 -0.7824 -4.2893 -3.2903
C9 -0.5157 -1.7656 -0.6437
C10 -0.3543 -1.5694 0.7166
C11 -0.0221 -0.2590 1.4365
N2 -0.1627 1.0821 0.7354
C12 1.0091 1.6632 0.1456
O1 2.1944 1.3867 0.2836
N3 0.5806 2.4937 -0.8083
C13 1.4700 3.0005 -1.8307
C14 2.5766 3.9186 -1.3503
C15 3.2172 4.7831 -2.4393
O2 2.4350 5.4532 -3.1271
O3 4.5629 4.5972 -2.7466
C16 -0.7938 2.4726 -0.8923
C17 -1.7901 2.9932 -1.8069
C18 -3.0911 2.6097 -1.6146
C19 -3.5264 1.8139 -0.5085
C20 -2.5708 1.2740 0.3238
C21 -1.1928 1.4962 0.0427
N4 -0.4335 -2.8618 1.1971
H1 -1.0313 -1.5218 3.6306
H2 -0.3486 -2.8277 4.6504
H3 0.8008 -1.6907 3.8375
H4 0.3558 -4.8973 3.8124
H5 0.1292 -6.6989 2.0076
H6 -0.5805 -5.9725 -0.2543
H7 -0.3440 -0.9410 -1.3286
H8 0.9567 -0.3161 1.7046
H9 -0.6165 -0.0615 2.3439
H10 1.8300 2.1527 -2.3541
H11 0.8980 3.5904 -2.5696
H12 3.3229 3.3075 -0.8667
H13 2.1378 4.5899 -0.6099
H14 4.9055 3.9634 -2.0942
H15 -1.5011 3.5759 -2.6361
H16 -3.5933 2.8860 -2.4914
H17 -4.5752 1.6402 -0.1894
H18 -2.8658 0.6455 1.2144

Forces on atoms 1 to 6 (eV/Å):
-0.466 1.975 0.537
-0.894 -3.552 -0.856
-0.074 1.648 -2.221
0.044 2.983 2.283
-0.458 -2.820 -0.957
0.278 -1.886 -2.623

natural (NBO) population analysis, charges in e, atoms 1 to 6: -0.663 0.182 -0.235 -0.205 -0.191 0.167

# 2
DFT (the ωB97M-V functional and the def2-TZVPD basis) results for a structure of composition C10H27ClIOP2Pm.

For the LUMO energy (spin up / spin down), the calculation gives -0.29379 / -0.28360 Ha. The calculation puts the HOMO energy (spin up / spin down) at -0.55933 / -0.55974 Eh. The HOMO-LUMO gap (spin up / spin down) comes out at 7.23 / 7.51 eV. As for the net charge: +2. As for the spin multiplicity: 5. As for the electronic energy: -2520.8653 hartree.

Element x y z (Å)
C1 -1.3623 1.7083 -0.3046
I1 1.9607 1.7634 1.3636
H1 -2.0523 1.5962 -1.1834
H2 -2.0094 2.0014 0.5629
H3 -0.9202 0.7021 -0.0823
Pm1 1.3674 -0.7297 -0.7515
P1 0.0421 2.7661 -0.8921
C2 -0.3157 3.8538 0.5192
C3 1.6107 3.5287 -1.5677
H4 1.4091 4.6064 -1.7119
H5 -0.6070 4.6580 -2.1753
H6 1.9220 3.1028 -2.5338
H7 -0.8893 3.1288 -3.0747
H8 0.2678 3.5205 1.3961
H9 2.4385 3.4428 -0.8633
C4 -0.9801 3.6319 -2.1046
H10 -0.0690 4.8747 0.2569
H11 -2.0142 3.6052 -1.7517
H12 -1.3608 3.8243 0.8387
P2 0.0812 -3.2190 -0.9495
C5 -0.2806 -4.0441 0.6409
C6 -0.9922 -4.1168 -2.1007
H13 2.1701 -3.3345 -2.2273
H14 1.6798 -4.9210 -1.5388
H15 2.4441 -3.6936 -0.4689
C7 1.7774 -3.8491 -1.3338
H16 -0.9484 -3.5530 -3.0506
H17 -0.6389 -5.1528 -2.2611
H18 -0.0663 -5.1258 0.6211
H19 -1.3427 -3.9130 0.9099
H20 -2.0244 -4.1107 -1.7026
H21 0.3063 -3.5935 1.4597
Cl1 1.2473 -0.2334 -3.2465
C8 0.8718 -0.9194 3.3226
C9 -0.2130 -0.4992 2.3935
C10 -1.2531 0.4448 2.8631
O1 -0.1890 -0.8645 1.1716
H22 0.5747 -0.6591 4.3627
H23 1.7992 -0.3620 3.0743
H24 1.1046 -1.9944 3.1996
H25 -1.0737 1.4288 2.4168
H26 -2.2736 0.1655 2.5335
H27 -1.1981 0.5341 3.9699

Forces on atoms 1 to 6 (eV/Å):
-0.154 -4.254 -1.284
0.947 -1.426 -0.891
0.775 -0.140 0.745
1.373 0.294 -0.786
-1.187 0.586 0.059
-0.282 0.782 0.678

natural (NBO) population analysis, charges in e, atoms 1 to 6: -0.859 -0.491 0.271 0.288 0.208 1.864

# 3
DFT (the ωB97M-V functional and the def2-TZVPD basis) results for a cluster of 2 separate species, C33H36F2NOSi in total.

For the LUMO energy, the calculation gives -0.15919 Ha. The calculation puts the HOMO energy at -0.42847 Eh. The HOMO-LUMO gap comes out at 7.33 eV. As for the net charge: +1. As for the electronic energy: -1898.1030 hartree. The relative energy (zero: lowest compared OMol25 entry of this formula, charge and spin) is 0.000 eV.

Element x y z (Å)
F1 6.5231 3.2501 -0.7415
C1 5.4690 2.4378 -0.4224
C2 4.1938 2.8429 -0.7928
C3 3.1229 2.0004 -0.5008
C4 3.3470 0.7333 0.1133
C5 2.2497 -0.2387 0.1430
C6 2.6576 -1.6768 0.1700
C7 2.7770 -2.3596 -1.0570
C8 3.1273 -3.7058 -1.1161
C9 3.3801 -4.3537 0.0851
F2 3.7071 -5.6816 0.0379
C10 3.3162 -3.7239 1.3203
C11 2.9787 -2.3666 1.3632
C12 4.6649 0.4142 0.5405
C13 5.7367 1.2644 0.2679
H1 4.0463 3.7842 -1.3152
H2 2.1103 2.2958 -0.7888
H3 1.4855 0.0057 -0.5977
H4 2.6209 -1.8185 -1.9918
H5 3.2247 -4.2148 -2.0726
H6 3.5505 -4.2761 2.2286
H7 2.9771 -1.8462 2.3223
H8 4.8710 -0.5272 1.0603
H9 6.7586 0.9995 0.5542
C14 -0.0273 -1.2131 -3.0266
Si1 -1.4086 -1.4322 -1.7998
C15 -3.0248 -1.0990 -2.6394
C16 -1.3823 -3.1023 -0.9878
O1 -1.0784 -0.3331 -0.6023
C17 -1.7172 0.5172 0.3325
C18 -1.9482 1.9082 -0.3211
C19 -1.1843 2.3020 -1.4227
C20 -1.4079 3.5491 -2.0226
C21 -2.3820 4.4121 -1.5155
C22 -3.1155 4.0461 -0.3811
C23 -2.8965 2.8014 0.2122
C24 -3.0482 -0.1474 0.7837
C25 -4.2505 0.1808 0.1513
C26 -5.4205 -0.5487 0.3944
C27 -5.3994 -1.6072 1.3002
C28 -4.2048 -1.9424 1.9389
C29 -3.0256 -1.2379 1.6624
C30 -0.6920 0.6898 1.5161
C31 -0.2961 2.0983 1.9326
C32 0.9156 1.8860 2.8452
C33 1.3370 0.4331 2.6252
N1 0.6208 0.0344 1.3907
H10 -0.0293 -2.0808 -3.7001
H11 -0.1816 -0.3115 -3.6328
H12 0.9572 -1.1398 -2.5555
H13 -2.9954 -1.6169 -3.6107
H14 -3.8729 -1.4906 -2.0630
H15 -3.1801 -0.0284 -2.8204
H16 -1.5871 -3.8692 -1.7488
H17 -0.4039 -3.3132 -0.5355
H18 -2.1517 -3.1706 -0.2079
H19 -0.4234 1.6289 -1.8243
H20 -0.8118 3.8265 -2.8941
H21 -2.5743 5.3705 -2.0033
H22 -3.8710 4.7160 0.0379
H23 -3.4855 2.5158 1.0891
H24 -4.2891 1.0105 -0.5598
H25 -6.3338 -0.2804 -0.1383
H26 -6.3107 -2.1698 1.5042
H27 -4.1738 -2.7721 2.6427
H28 -2.0848 -1.5462 2.1339
H29 -1.1482 0.2268 2.4094
H30 -0.0270 2.6695 1.0344
H31 -1.1362 2.6151 2.4143
H32 1.7238 2.5928 2.6245
H33 0.6523 2.0334 3.8954
H34 2.4174 0.2932 2.5473
H35 0.9635 -0.1712 3.4779
H36 0.4981 -0.9721 1.3068

Forces on atoms 1 to 6 (eV/Å):
-1.150 -0.845 0.331
1.033 0.753 -0.158
-0.509 -0.281 0.098
0.481 -0.369 0.034
-0.036 0.922 0.715
-0.363 0.679 -2.214

Löwdin population analysis, charges in e, atoms 1 to 6: 0.072 -0.226 0.023 0.017 -0.192 0.031

# 4
DFT (the ωB97M-V functional and the def2-TZVPD basis) results for a structure of composition C2H2CsFO.

For the LUMO energy (spin up / spin down), the calculation gives -0.04009 / -0.04011 Ha. The calculation puts the HOMO energy (spin up / spin down) at -0.19646 / -0.19652 Eh. The HOMO-LUMO gap (spin up / spin down) comes out at 4.26 / 4.26 eV. As for the electronic energy: -272.4348 hartree. The relative energy (zero: lowest compared OMol25 entry of this formula, charge and spin) is 4.531 eV.

Element x y z (Å)
O1 0.2929 1.0571 0.3515
C1 -0.5168 0.9802 1.2478
C2 -1.5594 0.0555 1.4245
H1 -2.5559 0.5143 1.3637
F1 -1.5536 -0.5729 2.6402
Cs1 1.0165 -1.3265 -3.0880
H2 -0.9735 -0.9040 -0.2244

Forces on atoms 1 to 6 (eV/Å):
-0.676 0.331 1.144
1.632 0.221 -1.868
-0.674 0.099 0.736
0.141 -0.195 -0.738
0.219 -0.618 -0.225
-0.387 0.205 0.703

natural (NBO) population analysis, charges in e, atoms 1 to 6: -0.552 0.344 0.080 0.171 -0.362 0.893

# 5
DFT (the ωB97M-V functional and the def2-TZVPD basis) results for the molecule C5H10O.

For the LUMO energy, the calculation gives 0.03986 Ha. The calculation puts the HOMO energy at -0.31931 Eh. The HOMO-LUMO gap comes out at 9.77 eV. The structure (SMILES) is C1CCOCC1. As for the electronic energy: -271.5898 hartree. The relative energy (zero: lowest compared OMol25 entry of this formula, charge and spin) is 4.429 eV.

Element x y z (Å)
C1 -0.4057 -0.3946 -1.1318
C2 0.9656 0.1758 -0.9564
C3 1.5182 -0.1575 0.4655
O1 0.5531 0.4904 1.2733
C4 -0.8501 0.1965 1.4306
C5 -1.5257 0.1766 0.0104
H1 -0.4920 0.0864 -2.1531
H2 -0.4291 -1.4400 -1.3149
H3 1.7472 -0.3091 -1.3744
H4 1.2287 1.2520 -1.2370
H5 1.4416 -1.2915 0.6591
H6 2.4520 0.5481 0.7659
H7 -1.3198 0.8741 2.2811
H8 -0.7450 -0.7367 1.5948
H9 -2.3449 -0.6669 0.2617
H10 -1.7941 1.1962 -0.5747

Forces on atoms 1 to 6 (eV/Å):
-1.103 2.808 -0.591
2.072 0.944 3.148
-1.978 2.452 0.548
-0.037 2.615 3.090
0.984 6.289 -2.975
0.275 -0.491 -1.647

natural (NBO) population analysis, charges in e, atoms 1 to 6: -0.425 -0.448 -0.058 -0.603 -0.049 -0.442

# 6
DFT (the ωB97M-V functional and the def2-TZVPD basis) results for a structure of composition C27H35ClKN7O11S.

For the LUMO energy, the calculation gives -0.01629 Ha. The calculation puts the HOMO energy at -0.32223 Eh. The HOMO-LUMO gap comes out at 8.33 eV. As for the electronic energy: -3719.1457 hartree. The relative energy (zero: lowest compared OMol25 entry of this formula, charge and spin) is 0.000 eV.

Element x y z (Å)
K1 0.1231 0.2307 0.2297
C1 3.4576 4.5962 -1.6874
N1 3.3490 3.1530 -1.6047
C2 3.9260 2.3886 -2.6973
C3 2.5199 2.5238 -0.7410
O1 2.3119 1.3239 -0.7762
C4 1.8497 3.4186 0.3032
O2 0.9691 2.6378 1.0587
C5 0.2110 3.3749 1.9781
C6 -0.7217 2.4033 2.7035
O3 -0.5758 1.2030 2.5686
N2 -1.6975 2.9439 3.4631
C7 -2.6743 2.0702 4.0871
C8 -1.8722 4.3581 3.7150
H1 4.3671 4.8423 -2.2331
H2 3.5412 5.0474 -0.7005
H3 2.6129 5.0451 -2.2188
H4 4.9748 2.6594 -2.8182
H5 3.3980 2.5882 -3.6337
H6 3.8431 1.3292 -2.4727
H7 1.3139 4.2327 -0.2050
H8 2.6177 3.8766 0.9426
H9 -0.3770 4.1437 1.4599
H10 0.8550 3.8853 2.7086
H11 -2.5566 1.0670 3.6914
H12 -3.6786 2.4321 3.8628
H13 -2.5401 2.0519 5.1707
H14 -1.0394 4.9414 3.3363
H15 -1.9348 4.5338 4.7907
H16 -2.7927 4.7242 3.2538
O4 -4.3896 0.0670 -4.2704
C9 -3.3553 -0.4899 -4.8597
O5 -3.4306 -1.0139 -5.9475
C10 -2.0808 -0.5419 -4.0825
C11 -0.8624 -0.9136 -4.6189
Cl1 -0.4342 -1.4557 -6.1727
N3 0.0694 -0.8174 -3.6437
N4 -0.4889 -0.4366 -2.4762
C12 -1.7739 -0.2589 -2.7254
C13 -2.6669 0.1951 -1.5777
O6 -3.7463 0.7377 -1.8993
O7 -2.2185 -0.0055 -0.4396
C14 1.4550 -1.1334 -3.6764
C15 1.9456 -2.0176 -2.7297
C16 3.2967 -2.3231 -2.7185
C17 4.1434 -1.7497 -3.6574
C18 3.6400 -0.8679 -4.6038
C19 2.2900 -0.5485 -4.6146
H17 -4.1564 0.4265 -3.3414
H18 1.2631 -2.4532 -2.0146
H19 3.6845 -3.0241 -1.9903
H20 5.1970 -1.9966 -3.6562
H21 4.3018 -0.4257 -5.3365
H22 1.8840 0.1429 -5.3399
C20 -1.3715 -7.6247 5.0041
C21 -1.1625 -7.8359 3.5129
S1 -1.3569 -6.3024 2.6369
O8 -2.7332 -5.8846 2.7341
O9 -0.3227 -5.3919 3.0586
C22 -1.0378 -6.7576 0.9404
C23 -1.2584 -5.5855 -0.0048
N5 -0.3196 -4.4968 0.2058
C24 -0.6318 -3.2738 0.7160
N6 0.4469 -2.5185 0.8565
C25 1.5001 -3.2678 0.4527
C26 1.0487 -4.4844 0.0348
N7 1.8002 -5.5299 -0.5538
O10 3.0006 -5.3634 -0.6540
O11 1.2011 -6.5242 -0.9391
C27 -2.0104 -2.8463 1.0555
H23 -1.2438 -8.5755 5.5196
H24 -2.3753 -7.2564 5.2079
H25 -0.6473 -6.9158 5.4000
H26 -1.8924 -8.5301 3.0952
H27 -0.1598 -8.2039 3.2922
H28 -1.7316 -7.5560 0.6759
H29 -0.0198 -7.1412 0.8760
H30 -2.2574 -5.1745 0.1314
H31 -1.1700 -5.9438 -1.0288
H32 2.5154 -2.9120 0.4462
H33 -2.4308 -3.4679 1.8464
H34 -2.6645 -2.8841 0.1837
H35 -1.9860 -1.8087 1.3747

Forces on atoms 1 to 6 (eV/Å):
0.379 -0.344 0.068
0.045 0.062 0.013
0.016 -0.026 -0.033
0.002 -0.081 -0.045
0.009 0.132 0.018
0.017 0.004 0.082

Löwdin population analysis, charges in e, atoms 1 to 6: 0.856 -0.047 -0.143 -0.026 -0.416 0.001